Entry 1:
{"formula": "C22H41HfN3O11P3S4Sb", "method": "the ωB97M-V functional and the def2-TZVPD basis", "symbols": ["Hf", "C", "C", "O", "P", "S", "S", "O", "C", "C", "H", "H", "H", "H", "H", "H", "H", "H", "H", "H", "O", "P", "O", "O", "O", "P", "O", "O", "O", "H", "H", "C", "C", "C", "Sb", "C", "C", "C", "C", "C", "C", "H", "H", "H", "H", "H", "H", "H", "H", "H", "H", "H", "H", "H", "H", "H", "H", "H", "H", "H", "H", "H", "N", "C", "C", "C", "C", "C", "C", "S", "O", "O", "N", "C", "S", "C", "C", "N", "H", "H", "H", "H", "H", "H", "H", "H"], "xyz": [[1.053, -1.666, -0.950], [-2.094, 1.663, 3.610], [-1.613, 0.828, 2.442], [-0.834, -0.285, 2.902], [0.788, -0.276, 2.923], [0.874, 0.434, 0.097], [1.421, -1.498, 4.333], [1.038, 1.289, 3.310], [2.356, 1.803, 3.079], [2.527, 3.046, 3.921], [-2.808, 2.412, 3.260], [-1.256, 2.169, 4.087], [-2.589, 1.032, 4.350], [-1.031, 1.419, 1.735], [-2.456, 0.395, 1.898], [2.458, 2.016, 2.012], [3.098, 1.047, 3.350], [1.809, 3.813, 3.626], [3.533, 3.448, 3.794], [2.374, 2.813, 4.975], [0.340, -4.037, -3.030], [1.913, -3.812, -3.194], [2.617, -4.994, -3.669], [2.383, -3.082, -1.926], [1.928, -2.583, -4.304], [1.417, -1.117, -3.955], [2.456, -0.545, -2.849], [1.254, -0.303, -5.154], [0.252, -1.324, -2.949], [-0.049, -3.139, -3.099], [3.215, -0.023, -3.128], [-2.694, 3.435, -4.734], [-1.412, 2.633, -4.532], [-0.226, 3.343, -5.189], [-0.622, 1.957, -2.583], [-2.387, 1.177, -1.530], [-3.721, 1.690, -2.065], [-2.451, -0.337, -1.367], [-0.591, 3.792, -1.375], [0.859, 4.239, -1.207], [-1.472, 4.952, -1.816], [-2.797, 3.697, -5.794], [-2.689, 4.370, -4.174], [-3.585, 2.880, -4.450], [-1.526, 1.669, -5.042], [0.008, 4.285, -4.682], [-0.449, 3.586, -6.234], [0.670, 2.719, -5.176], [-2.235, 1.607, -0.534], [-3.946, 1.251, -3.040], [-3.738, 2.775, -2.175], [-4.537, 1.407, -1.389], [-2.438, -0.870, -2.321], [-3.389, -0.602, -0.862], [-1.653, -0.724, -0.725], [-0.946, 3.429, -0.405], [1.267, 4.611, -2.152], [1.490, 3.415, -0.869], [0.936, 5.053, -0.476], [-1.172, 5.328, -2.797], [-1.385, 5.788, -1.111], [-2.526, 4.676, -1.873], [-1.790, -4.500, 6.118], [-1.267, -4.399, 4.833], [-0.228, -5.240, 4.427], [0.297, -5.136, 3.156], [-0.224, -4.192, 2.280], [-1.270, -3.364, 2.660], [-1.799, -3.481, 3.927], [0.589, -3.932, 0.764], [-0.378, -3.171, -0.098], [1.100, -5.168, 0.265], [1.623, -2.755, 0.950], [2.980, -2.710, 0.901], [4.103, -3.861, 1.505], [5.377, -2.889, 0.847], [4.859, -1.799, 0.239], [3.491, -1.676, 0.284], [-1.150, -4.874, 6.800], [-2.234, -3.657, 6.450], [0.179, -5.964, 5.123], [1.111, -5.775, 2.841], [-1.642, -2.613, 1.979], [-2.597, -2.819, 4.239], [6.412, -3.166, 0.942], [5.441, -1.029, -0.245]], "s2": 0.76, "lumo_ev": [2.278, 1.628], "homo_energy_ev": [-4.10, -4.91], "multiplicity": 2, "gap_ev": [6.38, 6.54], "charge": -1}

***

Entry 2:
{"formula": "H4O2", "method": "the ωB97M-V functional and the def2-TZVPD basis", "symbols": ["H", "H", "H", "H", "O", "O"], "xyz": [[2.007, -1.107, -0.482], [1.332, -0.767, 0.720], [-2.233, 1.157, 0.270], [-0.902, 0.615, -0.305], [1.638, -0.298, -0.079], [-1.842, 0.399, -0.124]], "lumo_ev": 0.824, "homo_energy_ev": -11.38, "gap_ev": 12.20, "charge": 0}

***

Entry 3:
{"formula": "C2H5NS2", "method": "the ωB97M-V functional and the def2-TZVPD basis", "symbols": ["C", "C", "H", "H", "H", "H", "H", "N", "S", "S"], "xyz": [[-0.736, 1.337, -1.039], [0.258, -0.473, 0.748], [-1.232, 1.010, -1.946], [-0.223, 2.250, -1.164], [-1.268, 1.346, -0.091], [0.700, -2.376, -0.060], [1.205, -1.998, 1.639], [0.853, -1.729, 0.755], [0.659, 0.133, -0.849], [-0.217, 0.498, 2.009]], "lumo_ev": 0.209, "homo_energy_ev": -8.52, "gap_ev": 8.73, "charge": 0}

***

Entry 4:
{"formula": "C4H8O2", "method": "the ωB97M-V functional and the def2-TZVPD basis", "symbols": ["C", "C", "O", "C", "C", "O", "H", "H", "H", "H", "H", "H", "H", "H"], "xyz": [[-1.640, -0.218, -0.409], [-0.236, 0.345, -0.370], [-0.301, 1.534, 0.408], [0.725, -0.670, 0.255], [2.105, -0.109, 0.466], [3.126, -0.702, 0.210], [-2.333, 0.606, -0.640], [-1.740, -1.034, -1.129], [-1.887, -0.581, 0.595], [0.127, 0.591, -1.383], [-1.193, 1.873, 0.242], [0.800, -1.570, -0.369], [0.332, -0.980, 1.235], [2.115, 0.915, 0.890]], "lumo_ev": 0.816, "homo_energy_ev": -9.71, "gap_ev": 10.53, "charge": 0}

***

Per-record relative energy (zero: lowest compared OMol25 entry of this formula, charge and spin), kcal per mole: 56.8; 4.9; 16.5; 27.4
Per-record DFT total energy, eV: -129537.9897; -4159.7262; -25315.1114; -8372.0954